DFT (ωB97M-V with the def2-TZVPD basis set) results for C27H78BeF6N6O9P as an isolated structure in a non-equilibrium geometry.

- Maximum force: 0.0765 hartree/bohr
- LUMO energy: -0.216 hartree
- E_tot: -3036.17781 hartree
- Net charge: +1

Each line ends with the Mulliken charge.
Cartesian coordinates (Å):
Be1 -0.26 -3.50 -1.49  0.86
P1 0.26 0.33 -0.36  1.93
F1 -0.67 0.93 -1.51  -0.30
F2 -1.09 -0.13 0.39  -1.02
F3 0.23 -1.11 -1.11  -0.36
F4 1.11 -0.51 0.77  -0.55
F5 1.65 0.71 -1.15  -0.47
F6 0.30 1.69 0.60  -0.18
C1 -2.69 -2.76 2.40  -1.74
C2 -2.51 -3.51 1.05  1.51
C3 -3.76 -4.33 0.70  -1.19
O1 -4.97 -3.57 0.87  -0.30
C4 -6.21 -4.22 0.67  -0.81
N1 -2.16 -2.56 -0.01  0.38
H1 -1.78 -2.30 2.78  0.43
H2 -3.04 -3.43 3.19  0.52
H3 -3.45 -1.99 2.53  0.37
H4 -1.65 -4.13 1.28  -0.69
H5 -3.80 -5.15 1.42  0.56
H6 -3.65 -4.68 -0.33  0.41
H7 -7.00 -3.50 0.89  0.27
H8 -6.42 -4.95 1.45  0.33
H9 -6.30 -4.70 -0.31  0.30
H10 -1.86 -1.68 0.37  -0.13
H11 -3.06 -2.34 -0.42  0.38
C5 -5.74 4.84 3.42  -1.44
C6 -4.32 5.00 3.95  0.51
C7 -3.16 4.15 3.28  -0.72
O2 -3.40 2.78 3.50  -0.38
C8 -2.33 1.91 3.09  -0.68
N2 -4.01 6.38 3.84  -0.80
H12 -6.44 5.61 3.71  0.41
H13 -6.19 3.91 3.77  0.31
H14 -5.80 4.89 2.33  0.32
H15 -4.24 4.95 5.04  0.31
H16 -2.21 4.38 3.78  0.31
H17 -2.94 4.47 2.26  0.42
H18 -2.24 1.82 2.01  0.26
H19 -2.62 0.92 3.43  0.23
H20 -1.33 2.05 3.50  0.37
H21 -3.11 6.60 4.25  0.25
H22 -4.62 6.88 4.47  0.26
C9 -2.67 -1.15 -3.88  -1.26
C10 -2.22 -2.55 -4.18  0.44
C11 -0.70 -2.61 -4.64  -1.22
O3 0.25 -2.22 -3.63  0.12
C12 1.24 -1.29 -4.05  -1.11
N3 -2.32 -3.32 -2.97  -0.50
H23 -2.12 -0.47 -4.53  0.36
H24 -2.44 -0.82 -2.86  0.00
H25 -3.75 -1.08 -3.96  0.50
H26 -2.91 -2.91 -4.94  0.39
H27 -0.52 -2.04 -5.55  0.51
H28 -0.51 -3.63 -4.98  0.46
H29 1.92 -1.73 -4.79  0.50
H30 1.97 -0.99 -3.30  0.03
H31 0.94 -0.36 -4.53  0.54
H32 -3.18 -3.07 -2.51  0.21
H33 -2.49 -4.27 -3.30  0.31
C13 2.88 -3.98 1.88  -1.95
C14 1.66 -4.60 1.29  0.52
C15 0.95 -5.49 2.37  -0.88
O4 0.54 -4.66 3.42  -0.35
C16 -0.40 -5.26 4.29  -0.85
N4 0.78 -3.50 0.96  0.78
H34 2.65 -3.60 2.88  0.42
H35 3.50 -3.24 1.36  0.54
H36 3.55 -4.82 2.03  0.51
H37 2.04 -5.17 0.44  -0.02
H38 1.60 -6.30 2.71  0.67
H39 0.15 -6.02 1.84  0.31
H40 -0.86 -4.39 4.74  0.26
H41 0.10 -5.94 4.98  0.30
H42 -1.18 -5.76 3.72  0.33
H43 0.29 -3.49 1.84  0.08
H44 1.44 -2.75 1.11  -0.41
C17 3.44 2.59 2.16  -1.40
C18 3.93 1.26 1.59  1.48
C19 5.47 1.05 1.68  -1.06
O5 5.84 -0.25 1.17  -0.20
C20 7.25 -0.30 1.12  -0.81
N5 3.19 0.25 2.34  -0.86
H45 3.94 3.37 1.58  0.40
H46 3.68 2.67 3.22  0.40
H47 2.39 2.82 2.01  0.14
H48 3.70 1.10 0.54  -0.25
H49 5.78 1.16 2.72  0.46
H50 5.90 1.82 1.04  0.40
H51 7.68 -1.24 0.79  0.25
H52 7.60 -0.02 2.11  0.32
H53 7.66 0.43 0.41  0.31
H54 3.33 -0.65 1.89  0.14
H55 2.24 0.37 2.01  0.24
C21 0.55 4.06 -2.24  -0.64
C22 1.57 3.70 -3.31  0.47
C23 3.05 3.99 -2.94  -0.78
O6 3.88 3.58 -4.06  -0.37
C24 5.27 3.79 -3.86  -0.69
N6 1.46 2.26 -3.53  -0.50
H56 -0.43 3.78 -2.65  0.06
H57 0.41 5.11 -1.99  0.49
H58 0.71 3.37 -1.42  -0.21
H59 1.30 4.27 -4.20  0.17
H60 3.39 3.51 -2.02  0.22
H61 3.08 5.07 -2.77  0.53
H62 5.83 3.49 -4.76  0.25
H63 5.68 3.19 -3.05  0.25
H64 5.43 4.85 -3.65  0.30
H65 1.25 1.76 -2.68  -0.07
H66 2.43 2.05 -3.72  0.34
C25 -3.45 2.60 -3.12  -0.24
O7 -3.27 2.49 -4.55  -0.54
H67 -2.73 3.32 -2.73  0.10
H68 -4.45 2.95 -2.85  0.34
H69 -3.34 1.63 -2.65  0.02
H70 -2.33 2.34 -4.70  0.31
C26 0.32 5.33 1.72  0.35
O8 0.26 6.53 0.95  -0.53
H71 -0.63 5.19 2.23  -0.22
H72 0.57 4.41 1.19  -0.18
H73 1.13 5.32 2.44  0.29
H74 -0.67 6.75 0.99  0.35
C27 3.09 -4.29 -2.08  -0.87
O9 2.17 -3.30 -1.75  0.01
H75 2.88 -4.58 -3.11  0.28
H76 4.09 -3.85 -2.13  0.37
H77 3.07 -5.18 -1.45  0.27
H78 2.70 -2.56 -1.44  0.12